DFT (wB97M-V/def2-TZVPD) results for C23H15AuF2N4S as an isolated structure at a distorted geometry.

Results
- DFT total energy: -49999.9280 eV
- Gap between HOMO and LUMO (spin up / spin down): 6.8 / 4.9 eV
- E_HOMO (spin up / spin down): -13.659 / -13.901 eV

ORCA input file:
```
! RIJCOSX wB97M-V def2-TZVPD def2/J DEFGRID3
* xyz 2 3
N -0.3533 -1.1237 1.9469
S 3.3417 0.1745 -0.0278
C -4.1052 2.3826 -1.0488
H -0.2633 -4.4302 3.9685
C -3.8358 0.0416 0.3267
C 5.0313 -1.8001 -2.9465
C -5.0138 0.3433 -0.3160
H -2.6668 5.0162 -1.1720
H -2.0322 -2.9007 4.2360
C -5.1701 1.4902 -1.0306
C -1.8073 4.4691 -0.7799
C 0.5472 4.7099 -0.2644
C 0.6693 -2.0066 1.7836
C 1.7472 -1.5671 0.9288
C 3.0589 -2.2710 -1.0322
C -2.9039 2.1657 -0.3843
C -1.2761 -2.5783 3.5630
H -6.1582 1.7963 -1.5480
C 4.3356 -3.0161 -2.9418
N 2.2386 -0.3927 1.0208
H -3.7310 -0.9841 0.7859
Au -0.5602 0.6680 0.9411
C -0.2284 -3.4701 3.3871
C -1.2948 -1.4039 2.8303
N 2.1701 -2.4868 0.0299
H 5.1840 0.1164 -2.2327
H -2.1127 -0.6754 2.9393
C -0.6601 5.2836 -0.6521
N -0.6503 2.6157 0.1964
C -2.7965 0.9284 0.2912
H 1.3427 2.9074 0.6273
H 1.6082 -3.3312 0.0379
H 1.5426 5.2210 -0.2776
C 4.7178 -0.8480 -2.0292
C 3.7652 -1.1252 -1.0695
H 2.8011 -4.2035 -2.1140
C 3.3307 -3.2846 -2.0277
H 1.5520 -3.8692 2.2757
F -4.3043 3.5720 -1.7128
C -1.7575 3.1376 -0.3637
F -6.0171 -0.5518 -0.3806
H 4.5186 -3.7070 -3.7075
H 5.7168 -1.5447 -3.7518
C 0.4837 3.4146 0.2006
C 0.7469 -3.1679 2.4789
H -0.7511 6.2857 -0.9841
*
```